(1)
C2H8N2 | wB97M-V/def2-TZVPD

Values from the calculation:
DFT total energy ... -190.4502 Eh
Energy relative to the best compared isomer or geometry (same formula, charge and spin) ... 1.324 eV
Kohn-Sham gap ... 10.29 eV
Structure (SMILES) ... C=NC.N
F_max ... 0.0427 Eh/bohr
Spin multiplicity ... 1

The geometry in XYZ format:
```
12
Properties=species:S:1:pos:R:3:forces:R:3
C -2.1276 0.7124 1.6318 0.7 -0.6 1.4
N -0.9602 0.2715 1.4551 0.7 1.7 -1.0
C -0.1226 -0.0758 2.5660 -1.2 -0.7 1.7
H -2.6381 0.4848 2.5898 -0.1 0.5 -0.2
H -2.5417 1.4328 0.9436 -0.6 -0.6 -0.6
H 0.8612 -0.4360 2.2969 -0.1 -0.3 -0.3
H -0.6511 -0.7475 3.2815 0.4 -0.3 -0.5
H 0.0204 0.7846 3.2308 0.1 0.3 -0.5
N 2.0135 -0.4261 -4.3576 -0.5 0.0 0.7
H 1.1824 -0.5958 -4.8959 0.0 0.3 -0.6
H 2.8090 -0.1210 -4.8968 -0.1 -0.4 -0.1
H 2.1549 -1.2837 -3.8450 0.6 0.1 0.0
```
Forces are in eV/Å.

=====

(2)
C18H48Br2O16PS6 | wB97M-V/def2-TZVPD

Values from the calculation:
DFT total energy ... -9796.6301 Eh
Kohn-Sham gap ... 7.40 eV
Charge ... +1
F_max ... 0.0109 Eh/bohr
Spin multiplicity ... 1

The geometry in XYZ format:
```
91
Properties=species:S:1:pos:R:3:forces:R:3
C -1.8862 -8.2522 -5.1442 -0.1 -0.1 -0.2
C -2.5385 -7.1850 -6.0055 -0.1 -0.1 0.0
Br -1.6539 -7.0823 -7.7186 0.1 0.0 -0.3
C -2.5744 -5.7491 -5.4372 0.1 0.0 0.3
Br -1.6302 -5.4367 -3.7922 0.1 -0.2 0.0
S -4.3265 -5.1923 -5.2413 -0.2 0.2 -0.5
P -5.3895 -6.8839 -4.2861 -0.2 -0.4 0.0
O -6.0463 -7.6037 -5.3688 0.0 -0.1 -0.1
H -2.0947 -9.2192 -5.5930 0.0 -0.1 -0.1
H -0.8096 -8.1277 -5.1041 0.1 0.1 0.1
H -2.2947 -8.2594 -4.1366 0.0 0.0 0.1
H -3.5491 -7.5090 -6.2520 -0.1 0.1 0.0
H -2.1700 -5.0518 -6.1605 0.0 0.2 0.0
H -4.2160 -4.3259 -4.2223 0.1 0.1 0.2
H -6.1502 -6.2058 -3.3266 0.1 0.2 0.0
H -4.3285 -7.5117 -3.6306 0.1 0.1 0.2
O 1.2345 -0.0461 -2.7346 0.0 0.1 0.0
S 0.5827 -1.1284 -2.0734 -0.1 -0.4 -0.1
O -0.4836 -0.8668 -1.1539 -0.1 0.4 0.3
O 1.6357 -2.0819 -1.4146 0.0 0.0 0.0
C 2.5986 -1.5071 -0.4678 0.2 0.1 0.3
C 1.9732 -1.1939 0.8713 -0.2 0.0 -0.1
C -0.0844 -2.2875 -3.2190 0.2 0.0 -0.2
H 3.0591 -0.6338 -0.9286 -0.1 0.0 -0.1
H 3.3564 -2.2801 -0.3793 0.0 0.0 0.0
H 1.2468 -0.3847 0.8061 0.0 0.0 0.0
H 2.7530 -0.8926 1.5664 0.1 0.0 0.0
H 1.4703 -2.0710 1.2783 0.0 0.0 0.0
H 0.6570 -2.5620 -3.9650 0.0 0.0 0.0
H -0.9438 -1.8102 -3.6854 0.0 0.0 0.0
H -0.3954 -3.1480 -2.6339 0.0 0.0 0.0
O -5.4350 -3.3584 -0.4776 -0.1 -0.2 -0.2
S -4.5136 -2.5651 0.2886 0.1 0.3 0.0
O -4.1505 -2.9879 1.6005 0.0 -0.2 0.1
O -5.0240 -1.0721 0.3180 0.0 0.0 0.0
C -6.3618 -0.8145 0.8345 -0.3 0.1 0.1
C -6.4331 -0.8993 2.3432 0.1 -0.1 0.0
C -3.0569 -2.2778 -0.6388 -0.1 -0.1 -0.1
H -7.0600 -1.4964 0.3482 0.1 -0.1 0.0
H -6.5783 0.1932 0.4888 0.1 0.0 0.0
H -6.2606 -1.9131 2.6986 0.0 0.0 0.0
H -7.4236 -0.5833 2.6703 0.0 0.0 0.0
H -5.6864 -0.2515 2.8019 0.0 0.0 0.0
H -3.3258 -1.9405 -1.6363 0.0 0.0 0.0
H -2.5168 -3.2220 -0.6727 0.0 0.0 0.0
H -2.4619 -1.5319 -0.1333 0.1 0.1 0.0
O -2.4673 0.7472 3.9878 -0.1 -0.1 0.1
S -1.4404 1.2108 3.1075 -0.1 0.2 -0.1
O -0.0739 0.9166 3.4062 0.1 0.0 0.1
O -1.6352 2.7657 2.8792 0.1 0.0 0.0
C -1.5849 3.6234 4.0556 0.0 0.2 0.2
C -0.1661 3.9321 4.4850 0.1 -0.1 -0.2
C -1.7600 0.6981 1.4610 -0.1 0.0 -0.1
H -2.1768 3.1624 4.8467 0.0 -0.1 0.0
H -2.0960 4.5298 3.7404 0.0 0.0 -0.1
H 0.3539 3.0389 4.8234 0.0 0.0 0.0
H -0.1693 4.6579 5.2987 -0.1 0.0 0.0
H 0.3981 4.3443 3.6477 0.0 0.1 0.0
H -2.7880 0.9265 1.1911 0.0 0.0 0.0
H -1.5847 -0.3745 1.4436 0.0 0.0 0.0
H -1.0560 1.2001 0.8035 0.0 0.0 0.0
O 1.6056 5.0579 1.2634 0.0 -0.2 0.2
S 2.3878 5.6280 0.2092 -0.1 0.3 -0.2
O 3.7896 5.3493 0.1498 0.1 -0.1 0.1
O 2.1527 7.1894 0.1908 0.1 0.1 0.0
C 2.3410 7.9158 1.4357 0.0 0.1 0.2
C 3.7971 8.0950 1.8048 0.0 -0.1 -0.1
C 1.6595 5.2646 -1.3467 0.0 0.0 0.0
H 1.7799 7.4093 2.2216 0.0 -0.1 0.0
H 1.8651 8.8746 1.2467 0.0 0.0 -0.1
H 4.2728 7.1451 2.0406 0.0 0.0 0.0
H 3.8657 8.7411 2.6799 0.0 0.0 0.0
H 4.3475 8.5539 0.9844 0.0 0.0 0.0
H 0.6000 5.4983 -1.3020 0.0 0.0 0.0
H 1.8136 4.2014 -1.5197 0.0 0.0 0.0
H 2.1644 5.8500 -2.1097 0.0 0.0 0.0
O 6.7428 0.3269 0.5671 0.0 -0.1 -0.2
S 6.5051 0.4085 1.9769 0.2 0.2 0.0
O 5.4507 -0.3779 2.5388 -0.2 -0.1 0.0
O 6.3336 1.9247 2.3821 -0.1 0.0 0.1
C 5.3790 2.7224 1.6223 -0.1 0.2 -0.2
C 3.9368 2.4325 1.9687 0.1 -0.2 0.0
C 7.9898 0.1026 2.8638 0.0 0.0 0.0
H 5.5802 2.5753 0.5612 0.0 -0.1 0.0
H 5.6381 3.7483 1.8682 0.1 0.0 0.1
H 3.6544 1.4192 1.6932 0.0 -0.1 0.0
H 3.3131 3.1325 1.4183 -0.1 0.0 0.1
H 3.7526 2.5474 3.0363 0.0 0.1 0.0
H 8.7830 0.7121 2.4416 0.0 0.0 0.0
H 8.2101 -0.9556 2.7437 0.0 0.0 0.0
H 7.8213 0.3386 3.9106 0.0 0.0 0.0
```
Forces are in eV/Å.